Model 1:
ORCA calculation (ωB97M-V/def2-TZVPD) on the molecule C4H3N3O.

Structure (ORCA input):
```
! wB97M-V def2-TZVPD RIJCOSX def2/J DEFGRID3
* xyz 0 1
C 0.36281 0.55563 -0.01672
C 1.66624 -0.19608 0.26872
C -0.58557 -0.60583 -0.66740
C -2.09363 -0.72897 -0.33761
H -0.63641 2.36652 -0.15316
H 0.01681 0.46058 1.14480
H 2.67294 0.00587 0.73221
N 1.52901 -1.41095 0.01155
N 0.23088 -1.68089 -0.71608
N -3.24444 -0.46769 0.34211
O 0.08135 1.70181 -0.60842
*
```

Values from the calculation:
- Kohn-Sham gap: 9.3 eV
- SMILES: N#CC1=NN=C[C@H]1O

Model 2:
ORCA calculation (ωB97M-V/def2-TZVPD) on the molecule C4H3N3O.

Structure (ORCA input):
```
! wB97M-V def2-TZVPD RIJCOSX def2/J DEFGRID3
* xyz 0 1
C -0.45638 -1.43414 1.09791
C 0.36095 -0.25863 1.48782
C -0.64276 1.16678 -1.04491
C 0.54895 0.92915 -1.92439
H -1.26691 -1.01175 0.42095
H 1.12184 -0.33490 2.33353
H -1.67056 1.17186 -1.58369
N 0.05640 0.91607 1.03733
N -0.88484 0.98829 0.17667
N 1.51656 0.75288 -2.51199
O -0.23322 -2.60560 1.27708
*
```

Values from the calculation:
- Kohn-Sham gap: 9.1 eV
- SMILES: N#C/C=N\N=C/C=O

Which of them is the most stable? Correct choice: model 2.

Model 1:
ORCA calculation (ωB97M-V/def2-TZVPD) on a structure of composition C4H3N3O.

Structure (ORCA input):
```
! wB97M-V def2-TZVPD RIJCOSX def2/J DEFGRID3
* xyz 0 1
C -1.84093 -0.27893 0.18068
C -1.24791 0.91308 -0.11975
C 2.14475 0.00346 0.06460
C 0.10998 -0.80047 0.00864
H -2.95661 -0.48780 -0.08062
H -1.54861 1.90022 -0.00619
H 3.33985 -0.11090 -0.18077
N 0.08001 0.52643 -0.05244
N 1.36830 1.04532 0.16008
N -1.00636 -1.43971 0.04945
O 1.55752 -1.27068 -0.02368
*
```

Values from the calculation:
- Kohn-Sham gap: 10.4 eV

Model 2:
ORCA calculation (ωB97M-V/def2-TZVPD) on the molecule C4H3N3O.

Structure (ORCA input):
```
! wB97M-V def2-TZVPD RIJCOSX def2/J DEFGRID3
* xyz 0 1
C 1.28999 -1.25847 0.02262
C 1.18124 0.93824 -0.12865
C -1.52191 0.79737 0.12269
C -0.08534 -0.89093 -0.04706
H 1.63747 -2.35468 0.31188
H 1.14291 2.14389 -0.14698
H -1.90790 1.82302 0.04984
N 2.08481 -0.13378 -0.02149
N -0.12933 0.48364 -0.00032
N -2.27069 -0.22247 -0.05183
O -1.42124 -1.32585 -0.11070
*
```

Values from the calculation:
- Kohn-Sham gap: 9.3 eV
- SMILES: c1ncn2cnoc12

Which of them is the most stable? Correct choice: model 1.

Model 1:
ORCA calculation (ωB97M-V/def2-TZVPD) on a cluster of 3 separate species, C32H43N3O6 in total.

Structure (ORCA input):
```
! wB97M-V def2-TZVPD RIJCOSX def2/J DEFGRID3
* xyz 0 3
O 2.46209 4.15643 0.84404
N 3.57584 4.02530 0.57302
O 4.11017 5.19573 -0.14340
C 4.17037 6.29780 0.68631
C 5.22446 6.44313 1.58064
C 5.27333 7.54183 2.42850
C 4.29133 8.52032 2.39760
C 3.24027 8.36712 1.50546
C 3.16710 7.26477 0.64825
C 1.97768 7.15033 -0.25928
O 2.04134 6.74804 -1.38357
C 0.70767 7.59142 0.38119
C -0.49092 6.92596 0.17097
C -1.62424 7.37450 0.84010
C -1.54924 8.46907 1.69214
C -0.35108 9.13997 1.89295
C 0.78376 8.69357 1.23354
C 2.11034 9.33853 1.42581
O 2.26051 10.52806 1.47879
H 5.97017 5.66169 1.59968
H 6.09931 7.59958 3.12197
H 4.32803 9.36329 3.06789
H -0.49737 6.06746 -0.48316
H -2.54704 6.83851 0.68477
H -2.44541 8.77687 2.20848
H -0.30225 9.98029 2.56649
C 2.03027 1.15585 -1.16474
C 2.07340 0.15535 0.01140
C 3.50800 -0.32820 0.22981
C 3.99289 -1.30248 -0.84409
C 3.01041 -2.46111 -1.01199
C 1.57208 -2.00321 -1.25680
N 1.14680 -0.98779 -0.24851
O 0.84400 -1.57675 0.86501
C 1.43849 -1.44336 -2.68636
C 0.63755 -3.20592 -1.20773
C 1.61166 0.92641 1.24833
H 2.74391 0.92503 -1.95374
H 1.03315 1.20190 -1.60391
H 2.27425 2.15558 -0.82455
H 3.57840 -0.82159 1.20466
H 4.17266 0.53779 0.27338
H 4.13704 -0.78435 -1.79609
H 4.97209 -1.69433 -0.56254
H 3.32729 -3.10150 -1.83800
H 3.04363 -3.08185 -0.11068
H 0.45514 -0.99571 -2.83675
H 1.54846 -2.25114 -3.41012
H 2.19334 -0.70473 -2.94232
H 0.72113 -3.75993 -0.27365
H 0.88149 -3.90258 -2.00991
H -0.40346 -2.90083 -1.33447
H 0.57932 1.26370 1.13637
H 2.23077 1.80123 1.41320
H 1.67708 0.31913 2.14975
C -3.90335 -3.68687 -0.79672
C -3.86595 -4.66750 0.39831
C -2.44618 -5.20154 0.58490
C -2.03237 -6.22141 -0.47546
C -3.06245 -7.34492 -0.58249
C -4.48918 -6.83779 -0.79676
N -4.84184 -5.78096 0.19745
O -5.12952 -6.32763 1.33578
C -4.64635 -6.30794 -2.23507
C -5.46672 -8.00396 -0.68778
C -4.25664 -3.83921 1.61867
H -3.22301 -3.96169 -1.60159
H -4.91022 -3.60608 -1.20771
H -3.60443 -2.68896 -0.47743
H -2.35969 -5.67397 1.56880
H -1.74190 -4.36621 0.58491
H -1.89859 -5.73260 -1.44505
H -1.05976 -6.64201 -0.21215
H -2.79586 -8.01826 -1.40021
H -3.02511 -7.94313 0.33364
H -5.61618 -5.82625 -2.36640
H -4.59010 -7.13650 -2.94130
H -3.87205 -5.60521 -2.53228
H -5.37398 -8.53283 0.25898
H -5.26489 -8.72169 -1.48267
H -6.49796 -7.66329 -0.79147
H -5.27617 -3.46072 1.52606
H -3.58279 -2.98769 1.70665
H -4.18427 -4.40734 2.54424
*
```

Values from the calculation:
- ⟨S²⟩: 2.008
- Kohn-Sham gap (spin up / spin down): 7.4 / 8.3 eV

Model 2:
ORCA calculation (ωB97M-V/def2-TZVPD) on a cluster of 3 separate species, C32H43N3O6 in total.

Structure (ORCA input):
```
! wB97M-V def2-TZVPD RIJCOSX def2/J DEFGRID3
* xyz 0 3
O -3.11426 0.89399 -3.61996
N -2.92199 1.97276 -3.99781
O -2.93227 2.03645 -5.45047
C -4.22747 1.90499 -5.91947
C -5.11290 2.97001 -5.93067
C -6.39700 2.79901 -6.38527
C -6.85178 1.58177 -6.86368
C -5.96641 0.53172 -6.84798
C -4.66994 0.67934 -6.38093
C -3.76202 -0.54925 -6.35607
O -2.58193 -0.51244 -6.63500
C -4.47960 -1.81248 -5.92313
C -3.90200 -2.73351 -5.08291
C -4.65760 -3.83584 -4.71333
C -5.94302 -3.98827 -5.18442
C -6.51828 -3.06139 -6.03463
C -5.77556 -1.96161 -6.40420
C -6.33456 -0.87221 -7.29982
O -6.98082 -1.10404 -8.29852
H -4.74237 3.91218 -5.53293
H -7.04619 3.67040 -6.33642
H -7.87573 1.45696 -7.20292
H -2.89494 -2.54323 -4.72160
H -4.19301 -4.54507 -4.03132
H -6.50105 -4.85850 -4.84403
H -7.54218 -3.19105 -6.37680
C 0.04464 1.29697 -2.19199
C -0.42159 1.76821 -0.79543
C -0.53481 3.29584 -0.77881
C 0.81734 4.00616 -0.74235
C 1.68039 3.47289 0.39896
C 1.82529 1.94858 0.38726
N 0.51194 1.25392 0.25057
O -0.09463 1.30107 1.40285
C 2.77156 1.52854 -0.75605
C 2.55960 1.51093 1.65497
C -1.82752 1.17543 -0.63300
H 0.74536 1.98320 -2.66555
H 0.50615 0.30963 -2.14164
H -0.79187 1.21627 -2.87676
H -1.11336 3.61176 0.09583
H -1.09813 3.63154 -1.65317
H 1.33707 3.89214 -1.69799
H 0.66105 5.07893 -0.61013
H 2.66884 3.93661 0.35539
H 1.23723 3.79267 1.34812
H 2.80236 0.44236 -0.85825
H 3.78829 1.86563 -0.54938
H 2.51196 1.95613 -1.72112
H 2.06090 1.84598 2.56459
H 3.56385 1.93587 1.68220
H 2.65956 0.42373 1.69762
H -1.79506 0.08371 -0.62973
H -2.47642 1.48183 -1.44686
H -2.31150 1.50765 0.28506
C 3.13824 -2.53061 3.77158
C 2.66130 -2.06877 5.16909
C 2.57360 -0.54048 5.20322
C 3.93496 0.14787 5.27149
C 4.76992 -0.41219 6.42037
C 4.89143 -1.93822 6.39250
N 3.56886 -2.60943 6.22487
O 2.94262 -2.56556 7.36625
C 5.85005 -2.36038 5.26049
C 5.59769 -2.40208 7.66843
C 1.24707 -2.64062 5.29413
H 3.85704 -1.85041 3.31599
H 3.58155 -3.52656 3.81434
H 2.30325 -2.58647 3.07284
H 1.98637 -0.22340 6.07158
H 2.03190 -0.18074 4.32467
H 4.46835 0.03677 4.32243
H 3.79189 1.22140 5.41393
H 5.76611 0.03652 6.39928
H 4.31558 -0.09693 7.36565
H 5.86507 -3.44562 5.14610
H 6.86840 -2.04231 5.48817
H 5.61360 -1.91740 4.29612
H 5.08663 -2.06948 8.57122
H 6.60652 -1.98990 7.71001
H 5.67982 -3.49010 7.70020
H 1.26195 -3.73237 5.28091
H 0.63255 -2.30278 4.45954
H 0.74408 -2.31461 6.20368
*
```

Values from the calculation:
- ⟨S²⟩: 2.008
- Kohn-Sham gap (spin up / spin down): 7.5 / 8.3 eV

Which of them is the most stable? Correct choice: model 1.

Model 1:
ORCA calculation (ωB97M-V/def2-TZVPD) on a cluster of 3 separate species, C3H14NO2 in total.

Structure (ORCA input):
```
! wB97M-V def2-TZVPD RIJCOSX def2/J DEFGRID3
* xyz 1 1
C 1.55161 -1.43860 0.72829
C 1.15774 0.03109 0.67177
C 0.31795 0.53785 1.88921
N 0.27085 0.25689 -0.53234
H 2.08859 -1.70405 -0.18464
H 0.61839 -1.98103 0.90943
H 2.24629 -1.63406 1.53368
H 2.03618 0.65959 0.49657
H -0.44636 -0.17711 2.17487
H 1.06676 0.63370 2.68065
H -0.01832 1.54348 1.66732
H 0.33893 -0.35806 -1.36077
H 0.53717 1.11062 -1.02645
H -0.74201 0.26799 -0.36812
H 0.70254 1.30403 -3.36371
H -0.62746 0.60453 -4.02018
O -0.08307 0.80447 -3.28333
H -3.94994 -0.45846 -0.15377
H -3.78779 0.33701 1.00958
O -3.27806 -0.33988 0.53194
*
```

Values from the calculation:
- Kohn-Sham gap: 12.0 eV

Model 2:
ORCA calculation (ωB97M-V/def2-TZVPD) on a cluster of 3 separate species, C3H14NO2 in total.

Structure (ORCA input):
```
! wB97M-V def2-TZVPD RIJCOSX def2/J DEFGRID3
* xyz 1 1
C -1.00398 0.11451 -0.46678
C -0.06267 1.13980 -1.14714
C -0.81600 1.64787 -2.40245
N -0.41401 -0.50135 0.81771
H -1.29297 -0.85799 -1.12684
H -1.96783 0.68227 -0.22818
H 0.17174 2.09776 -0.61272
H 0.90524 0.63414 -1.42658
H -1.69919 2.23873 -2.10292
H -1.23380 0.78733 -3.03142
H -0.05443 2.26336 -2.91509
H 0.07389 0.08760 1.45712
H 0.44603 -1.20795 0.66221
H -1.14937 -0.97198 1.33862
H 1.99679 -2.92055 0.90808
H 1.74573 -3.38567 -0.55162
O 1.25517 -3.02284 0.22873
H 1.62687 0.27996 4.00830
H 0.31703 0.59819 3.41407
O 1.15576 0.29682 3.17690
*
```

Values from the calculation:
- Kohn-Sham gap: 12.2 eV

Model 3:
ORCA calculation (ωB97M-V/def2-TZVPD) on a cluster of 3 separate species, C3H14NO2 in total.

Structure (ORCA input):
```
! wB97M-V def2-TZVPD RIJCOSX def2/J DEFGRID3
* xyz 1 1
C 0.14590 -0.61731 -0.67490
C -0.25577 0.83072 -0.98651
C -0.25004 1.04585 -2.50549
N 0.49625 -0.82554 0.78174
H 1.02559 -0.82758 -1.28931
H -0.62369 -1.34951 -0.91106
H -1.21913 1.06517 -0.54947
H 0.51363 1.46118 -0.54745
H -0.87925 0.32159 -3.01858
H 0.78453 0.96843 -2.84233
H -0.59585 2.04925 -2.75021
H -0.36542 -1.16244 1.26801
H 0.80193 0.05357 1.24328
H 1.31139 -1.42839 0.82700
H 2.29421 1.62662 2.25551
H 1.14121 2.60664 2.02298
O 1.37836 1.67091 1.94965
H -2.41895 -2.04837 2.30799
H -1.59198 -3.20014 1.72278
O -1.69291 -2.24065 1.69635
*
```

Values from the calculation:
- Kohn-Sham gap: 12.6 eV

Which of them is the most stable? Correct choice: model 3.